Formula: C16H20N4
Source: the OMol25 dataset
Level of theory: ωB97M-V/def2-TZVPD

Energy above the lowest of the compared OMol25 structures with the same formula, charge and spin = 135.8 kcal per mole
Molecular weight = 268.4 u
E_LUMO = 0.0192 hartree
E_HOMO = -7.9 eV
Orbital gap = 8.4458 eV
SMILES = c1cc[nH]c1.c1cc[nH]c1.c1cc[nH]c1.c1cc[nH]c1

Geometry as ORCA input:
```
! RIJCOSX wB97M-V def2-TZVPD def2/J DEFGRID3
* xyz 0 1
C 0.682 2.067 -2.423
C 0.540 3.554 -2.060
C 1.322 3.766 -0.980
N 2.082 2.635 -0.771
C 1.785 1.686 -1.668
H 0.405 1.448 -3.258
H -0.296 4.389 -2.279
H 1.498 4.596 -0.287
H 2.693 2.370 -0.037
H 2.242 0.738 -1.408
C -0.773 -2.944 -2.721
C 0.061 -3.602 -1.670
C 1.289 -3.550 -2.225
N 1.232 -3.006 -3.539
C -0.084 -2.549 -3.870
H -1.923 -2.623 -2.535
H -0.139 -3.905 -0.753
H 2.192 -3.744 -1.514
H 2.097 -2.782 -4.008
H -0.249 -1.989 -4.638
C 1.522 -0.482 4.017
C 0.410 -0.189 5.051
C -0.644 -0.021 4.364
N -0.371 -0.263 2.995
C 0.967 -0.470 2.737
H 2.551 -0.683 4.162
H 0.524 -0.080 6.125
H -1.718 0.095 4.649
H -1.276 -0.314 2.318
H 1.277 -0.555 1.577
C -2.958 0.935 1.171
C -2.416 -0.401 0.785
C -1.472 -0.236 -0.107
N -1.139 1.086 -0.112
C -2.050 1.848 0.670
H -3.855 1.270 1.693
H -2.830 -1.391 1.085
H -0.919 -1.012 -0.625
H -0.269 1.428 -0.603
H -1.993 2.876 0.692
*
```